ORCA calculation (ωB97M-V with the def2-TZVPD basis set) on a structure of composition C7H31B2N7NiO4.

Structure (XYZ):
```
52
Properties=species:S:1:pos:R:3
Ni -0.25 0.37 -0.06
B 0.98 0.68 -2.54
H 0.35 1.09 -1.77
H 1.01 1.44 -3.31
H 2.01 0.60 -2.25
H 0.59 -0.24 -2.96
B -1.17 -0.13 1.91
H -0.19 0.30 1.81
H -1.00 -1.12 2.30
H -1.71 0.48 2.62
H -1.73 -0.28 1.00
C 4.15 0.39 0.90
C 2.87 -0.36 0.36
C 2.49 -1.45 1.48
O 1.61 -2.39 0.86
C 1.25 -3.36 1.83
N 1.84 0.74 0.25
H 4.41 1.29 0.34
H 4.99 -0.28 0.69
H 4.00 0.66 1.95
H 3.10 -0.94 -0.54
H 2.05 -0.96 2.35
H 3.41 -1.98 1.72
H 0.93 -4.27 1.33
H 0.44 -2.96 2.44
H 2.05 -3.78 2.44
H 2.00 1.25 1.11
H 2.49 1.22 -0.34
C -3.52 0.57 -0.69
O -2.34 0.64 -1.07
N -4.39 1.52 -0.69
N -4.09 -0.55 -0.24
H -4.19 2.36 -1.21
H -5.34 1.25 -0.48
H -3.61 -1.43 -0.16
H -5.02 -0.48 0.12
C -0.50 3.51 0.33
O -0.62 2.36 0.05
N -1.27 4.51 -0.08
N 0.41 4.00 1.14
H -1.95 4.53 -0.83
H -1.00 5.45 0.17
H 1.09 3.33 1.46
H 0.58 4.99 1.00
C -0.85 -2.42 -1.46
O -0.55 -1.57 -0.72
N -0.94 -3.70 -1.25
N -0.91 -2.27 -2.72
H -1.43 -4.14 -2.01
H -1.07 -4.00 -0.29
H -0.85 -3.14 -3.23
H -0.60 -1.37 -3.06
```

As for the energy above the lowest of the compared OMol25 structures with the same formula, charge and spin: 392.7 kJ/mol. The HOMO-LUMO gap (alpha / beta) comes out at 8.52 / 8.62 eV. The value obtained for the calculated total energy is -68773.4730 eV. The highest occupied orbital energy (alpha / beta) is -8.1 / -8.2 eV. The multiplicity is 3.

ORCA calculation (ωB97M-V with the def2-TZVPD basis set) on a cluster of 8 separate species, C7H31N14O8 in total.

Structure (XYZ):
```
60
Properties=species:S:1:pos:R:3
O 0.10 0.14 0.92
H -0.71 0.74 1.02
H -0.11 -0.69 0.41
H 0.75 0.66 0.37
C -2.44 2.84 1.45
O -1.56 2.24 0.79
N -2.42 2.86 2.79
N -3.43 3.52 0.82
H -3.08 3.37 3.34
H -1.68 2.40 3.30
H -4.07 4.09 1.36
H -3.44 3.49 -0.17
C -0.39 -3.17 -0.97
O -0.05 -2.34 -0.13
N 0.24 -3.31 -2.17
N -1.53 -3.91 -0.82
H 1.01 -2.66 -2.33
H 0.11 -4.12 -2.74
H -1.99 -4.36 -1.59
H -2.07 -3.75 0.02
C 3.63 0.85 2.40
O 3.65 -0.07 1.59
N 4.38 0.83 3.55
N 2.81 1.95 2.25
H 4.94 0.01 3.68
H 4.27 1.49 4.29
H 2.97 2.77 2.80
H 2.27 1.92 1.39
C 3.04 -1.48 -2.23
O 3.17 -2.41 -3.02
N 3.88 -1.27 -1.17
N 2.02 -0.56 -2.34
H 3.80 -0.44 -0.60
H 4.45 -2.03 -0.84
H 1.31 -0.78 -3.01
H 2.02 0.17 -1.65
C -2.53 -2.13 2.43
O -2.21 -1.19 1.73
N -1.65 -3.08 2.86
N -3.85 -2.30 2.82
H -0.70 -3.02 2.56
H -2.04 -3.92 3.24
H -4.46 -1.62 2.41
H -4.18 -3.16 3.20
C -1.68 -0.38 -2.48
O -0.77 -0.27 -1.66
N -2.83 0.34 -2.33
N -1.69 -1.29 -3.51
H -2.91 0.80 -1.44
H -3.58 0.25 -2.99
H -0.80 -1.78 -3.61
H -2.09 -1.07 -4.41
C 1.57 2.75 -1.11
O 1.78 1.73 -0.41
N 0.39 2.96 -1.73
N 2.58 3.61 -1.40
H -0.34 2.29 -1.51
H 0.28 3.54 -2.54
H 3.43 3.47 -0.89
H 2.43 4.43 -1.97
```

As for the energy above the lowest of the compared OMol25 structures with the same formula, charge and spin: 3.0 kJ/mol. The HOMO-LUMO gap comes out at 9.22 eV. The charge is +1. The value obtained for the calculated total energy is -45006.3620 eV. The highest occupied orbital energy is -11.2 eV.

ORCA calculation (ωB97M-V with the def2-TZVPD basis set) on a cluster of 9 separate species, C7H31NO8 in total.

Structure (XYZ):
```
47
Properties=species:S:1:pos:R:3
C -1.69 -2.43 -1.06
C -0.83 -1.23 -0.76
C -0.99 -0.14 -1.52
C -2.05 -0.08 -2.62
C -0.16 1.12 -1.35
C -0.90 2.40 -0.88
C -2.13 2.15 -0.03
N 0.01 3.38 -0.28
H -2.75 -2.20 -0.84
H -1.52 -2.76 -2.08
H -1.67 -3.22 -0.31
H -0.19 -1.21 0.10
H -3.01 -0.21 -2.11
H -2.04 0.93 -3.04
H -1.86 -0.85 -3.36
H 0.70 0.83 -0.76
H 0.38 1.48 -2.24
H -1.19 2.93 -1.80
H -1.91 1.41 0.73
H -2.85 1.72 -0.74
H -2.57 2.98 0.51
H 0.01 3.59 0.70
H 0.44 4.03 -0.91
O -0.21 -2.33 2.42
H -0.91 -2.78 1.93
H -0.79 -1.64 2.79
O 1.84 -1.55 -2.69
H 1.21 -1.20 -2.05
H 2.30 -0.78 -3.04
O 2.43 1.16 3.33
H 2.46 0.20 3.34
H 3.35 1.42 3.25
O 2.97 -0.22 -0.80
H 2.23 -0.04 -0.20
H 3.12 0.57 -1.32
O 3.23 -3.12 -0.27
H 3.46 -3.33 -1.19
H 2.93 -2.23 -0.51
O -2.26 -0.34 2.77
H -1.63 0.40 2.72
H -2.67 -0.34 1.90
O 1.88 -0.78 1.72
H 2.37 -1.60 1.82
H 0.96 -1.01 1.98
O -0.02 1.31 2.26
H 0.85 1.52 2.67
H -0.30 2.11 1.81
```

As for the energy above the lowest of the compared OMol25 structures with the same formula, charge and spin: 230.3 kJ/mol. The HOMO-LUMO gap comes out at 9.30 eV. The value obtained for the calculated total energy is -25631.2377 eV. The highest occupied orbital energy is -9.0 eV.

ORCA calculation (ωB97M-V with the def2-TZVPD basis set) on a cluster of 10 separate species, C7H32ClN3O14PS in total.

Structure (XYZ):
```
59
Properties=species:S:1:pos:R:3
N 4.96 -2.13 -0.18
P 4.06 -1.17 0.58
O 4.82 -0.05 1.40
O 3.10 -1.81 1.65
N 2.88 -0.35 -0.48
C 1.90 -1.11 -1.08
C 1.13 -0.26 -1.82
N 1.65 0.99 -1.66
C 1.11 2.23 -2.26
C -0.41 2.31 -2.19
C -1.03 1.91 -0.84
C -2.40 1.24 -1.01
S -2.39 -0.50 -0.65
O -2.70 -1.21 -1.86
O -1.19 -0.87 0.03
O -3.61 -0.66 0.33
C 2.71 0.92 -0.85
Cl 3.67 2.21 -0.40
H 4.80 -2.17 -1.18
H 5.50 0.31 0.82
H 2.41 -1.18 1.92
H 1.77 -2.17 -0.96
H 0.27 -0.50 -2.41
H 1.47 2.27 -3.29
H 1.52 3.07 -1.71
H -0.85 1.77 -3.02
H -0.65 3.36 -2.35
H -1.20 2.81 -0.26
H -0.38 1.26 -0.25
H -3.12 1.70 -0.35
H -2.75 1.34 -2.03
H -4.14 -1.41 0.03
O 0.87 -1.00 3.30
H 0.34 -1.75 2.99
H 0.71 -0.98 4.25
O -3.65 3.58 -2.66
H -3.50 4.06 -3.48
H -4.36 4.08 -2.23
O -0.08 -3.94 3.68
H 0.50 -4.51 3.15
H -0.03 -4.32 4.57
O 0.87 1.88 4.99
H 1.83 1.85 4.89
H 0.54 1.66 4.11
O 1.14 -6.13 2.09
H 0.29 -6.29 1.66
H 1.66 -6.92 1.91
O -1.88 -6.30 2.33
H -1.93 -6.11 3.27
H -2.17 -5.48 1.92
O 4.75 4.58 -2.93
H 5.37 3.90 -3.23
H 4.26 4.18 -2.20
O -3.86 4.20 0.34
H -3.58 3.94 -0.54
H -4.44 3.49 0.64
O -5.40 0.38 -1.97
H -6.26 0.16 -2.33
H -4.85 -0.38 -2.19
```

As for the energy above the lowest of the compared OMol25 structures with the same formula, charge and spin: 0.0 kJ/mol. The HOMO-LUMO gap comes out at 10.03 eV. The charge is +1. The value obtained for the calculated total energy is -73555.7796 eV. The highest occupied orbital energy is -12.9 eV.

ORCA calculation (ωB97M-V with the def2-TZVPD basis set) on a cluster of 11 separate species, C7H32O10 in total.

Structure (XYZ):
```
49
Properties=species:S:1:pos:R:3
C 1.12 1.44 0.75
C 0.50 0.32 0.42
C -0.73 -0.20 1.03
C 0.97 -0.56 -0.74
C 0.08 -0.58 -1.93
C 2.19 -1.02 -0.63
C 2.81 -1.91 -1.70
H 2.03 1.84 0.38
H 0.76 2.03 1.62
H -1.24 -0.78 0.15
H -0.53 -0.80 1.90
H -1.50 0.57 1.34
H 0.82 -0.67 -2.78
H -0.54 -1.45 -2.17
H -0.51 0.39 -2.01
H 2.78 -0.96 0.35
H 3.92 -2.03 -1.85
H 2.16 -2.80 -1.63
H 2.81 -1.32 -2.63
O -2.34 2.60 1.26
H -1.86 2.55 2.02
H -3.20 2.92 1.40
O 2.18 2.95 -2.00
H 2.01 2.10 -1.55
H 3.09 2.86 -2.36
O -3.14 -3.72 0.20
H -3.13 -2.91 -0.29
H -2.33 -3.99 -0.15
O 1.39 1.16 3.88
H 1.17 0.28 3.48
H 1.93 1.52 3.16
O -0.07 -3.91 -0.98
H -0.15 -3.96 -1.97
H -0.30 -3.00 -0.70
O -1.02 2.31 3.55
H -0.16 2.81 3.55
H -0.82 1.40 3.86
O -2.33 1.21 -1.05
H -1.60 1.59 -1.57
H -2.36 1.68 -0.17
O 1.29 -1.47 3.27
H 0.63 -1.81 3.89
H 0.87 -1.38 2.38
O -0.34 2.81 -2.85
H 0.26 3.26 -2.21
H 0.28 2.25 -3.34
O -2.65 -1.42 -1.23
H -2.52 -1.70 -2.14
H -2.68 -0.49 -1.24
```

As for the energy above the lowest of the compared OMol25 structures with the same formula, charge and spin: 291.2 kJ/mol. The HOMO-LUMO gap comes out at 9.71 eV. The value obtained for the calculated total energy is -28250.7423 eV. The highest occupied orbital energy is -9.6 eV.